This record from the Open Molecules 2025 dataset describes a structure of composition C13H21CuMgO14S. The level of theory is ωB97M-V/def2-TZVPD.

Each line ends with the natural charge from an NBO analysis.
Positions of all 51 atoms, in Å:
O -2.64 0.40 0.85  -0.7097
C 0.24 -3.97 1.47  1.0307
O -0.25 3.45 -0.63  -0.5259
H 2.01 -0.15 -0.01  0.1367
Cu -1.69 -1.35 1.55  1.5703
H -1.62 2.31 -2.37  0.2189
H 1.17 2.62 0.56  0.1631
C -2.43 1.59 -2.38  0.0635
H 1.94 3.80 -2.18  0.2293
H 2.97 2.76 -1.16  0.2238
C 1.75 -5.17 0.24  0.0635
C 1.36 4.78 0.36  -0.0935
C 2.26 -4.95 1.69  -0.0921
O -0.71 -3.29 1.73  -0.7008
O -2.11 0.60 -1.33  -0.4916
C 2.67 -4.65 -0.83  -0.6428
H 1.20 -1.66 -0.37  0.1550
H 2.52 -5.88 2.18  0.2193
H 0.45 -0.14 -0.83  0.1708
O 1.15 -4.36 2.36  -0.4516
H 3.50 -5.36 -0.90  0.2359
C -2.83 0.89 -0.25  1.0263
H 1.99 5.41 -0.26  0.1978
H 3.15 -3.69 -0.63  0.2149
O 0.52 -4.41 0.24  -0.4713
C -3.77 2.12 -1.87  -0.0982
C -2.49 0.84 -3.68  -0.6341
H 3.12 -4.28 1.65  0.1882
H 1.51 2.13 -1.94  0.2255
C 1.02 -0.63 -0.02  -0.2499
O 0.40 -0.61 1.23  -1.1109
O 0.05 5.32 0.50  -0.4724
O -0.24 0.88 3.83  -1.1529
C 1.95 3.00 -1.44  -0.6309
C -0.87 4.48 0.00  0.9773
H -3.93 3.18 -2.01  0.2356
H -2.42 1.54 -4.52  0.2377
S -0.81 -0.45 4.30  2.5821
H 1.56 -6.23 0.07  0.2077
H -4.58 1.60 -2.37  0.1950
H -1.61 0.20 -3.78  0.2324
O -3.78 1.76 -0.49  -0.4312
H 1.85 4.70 1.33  0.1947
O -1.89 -0.84 3.33  -1.0151
C 1.13 3.37 -0.24  0.0790
Mg 1.27 -0.01 2.92  1.8452
O 0.38 -1.31 4.01  -1.1669
O -2.04 4.61 0.06  -0.5642
H 2.23 -4.68 -1.82  0.2438
O -1.22 -0.48 5.64  -0.8813
H -3.37 0.21 -3.77  0.2233

- Electronic energy: -103402.2649 eV
- Expectation value of S²: 0.7524
- M: 521.22 g/mol
- HOMO-LUMO gap (alpha / beta): 8.32 / 7.06 eV
- Multiplicity: 2
- Net charge: +1

***

This record from the Open Molecules 2025 dataset describes a cluster of 3 separate species, C2H7OS2 in total. The level of theory is ωB97M-V/def2-TZVPD.

Each line ends with the natural charge from an NBO analysis.
Positions of all 12 atoms, in Å:
S -0.09 -0.39 1.23  0.1748
S 0.42 1.57 1.55  -0.1463
H 0.87 -0.86 3.25  0.2446
H -2.35 0.91 0.09  0.1219
H -0.91 1.36 -0.93  0.1442
C 0.91 -1.53 2.37  -0.7159
H 1.44 -0.56 -4.73  -0.0021
H 1.97 -0.51 -5.27  0.0021
H 0.48 -2.47 2.50  0.2279
C -1.88 1.71 -0.61  0.2239
H 1.91 -1.68 1.81  0.2378
O -2.76 2.45 -1.27  -0.5129

- Electronic energy: -25901.7466 eV
- Expectation value of S²: 0.7548
- Energy above the lowest of the compared OMol25 structures with the same formula, charge and spin: 32.6 kcal per mole
- M: 111.21 g/mol
- HOMO-LUMO gap (alpha / beta): 9.40 / 7.33 eV
- Multiplicity: 2
- Net charge: 0

***

This record from the Open Molecules 2025 dataset describes a structure of composition C40H74F2HgN7O5S2. The level of theory is ωB97M-V/def2-TZVPD.

Each line ends with the Mulliken charge.
Positions of all 131 atoms, in Å:
H 3.31 0.14 -3.09  -0.0381
H 4.89 2.19 -1.21  0.5447
H -1.44 -4.02 1.38  0.1925
H -2.15 2.42 3.92  0.3006
C -5.65 -0.28 0.92  -1.0845
C -4.52 -3.38 5.23  -0.2652
C -4.58 2.70 -1.53  -1.1164
H -6.67 -2.89 4.91  0.3572
H -6.72 -0.69 2.73  0.4797
H -0.13 -0.61 -6.51  0.3237
C 0.82 -0.45 -7.02  -1.4158
N 6.33 0.97 -0.23  0.2637
H 4.64 -2.59 -5.77  0.3527
H -6.00 -1.21 0.47  0.3322
H 2.83 -3.47 -4.96  0.5776
H -4.99 -2.42 2.94  0.7636
H -5.45 -4.28 0.21  0.5105
O 5.24 2.10 2.44  -0.5423
C -3.35 2.33 -1.01  0.3300
H 8.22 0.15 0.35  0.4972
H 6.75 -1.38 -4.65  0.4573
H -5.11 -5.72 2.45  0.5458
H -5.36 4.78 -1.95  0.4329
H 2.78 -1.24 -7.14  0.3959
C 2.41 -0.70 -5.12  -1.2298
C -4.54 -4.38 0.78  -0.7023
N 3.40 -1.56 -4.36  1.0245
H -4.64 -4.06 4.38  -0.1004
C -0.73 5.44 2.36  -0.5908
H 0.05 -4.94 -4.64  0.3353
H 0.64 -0.76 -8.05  0.4122
C 1.14 -4.34 -2.87  -0.5586
Hg 2.19 -1.70 1.03  0.3725
C 1.95 -1.30 -6.43  -0.2292
C -4.68 -1.38 2.95  -0.4097
H -1.41 4.67 2.69  0.4768
H 2.93 0.26 -5.23  0.8483
H 3.46 -1.38 -2.25  -0.2708
H -0.97 2.03 1.65  -0.0757
H 5.75 0.29 0.23  0.2475
H 2.62 2.62 2.01  0.0057
C 5.35 -0.66 -3.13  -0.2256
H 5.60 0.37 -3.38  0.2933
F -0.76 -2.18 -0.54  -0.3235
O -1.14 -0.35 -1.96  -0.6180
H -5.02 -0.72 6.23  0.5232
C 0.20 5.49 1.31  0.1663
H 1.59 -0.50 -4.42  0.2504
H 2.81 4.38 1.94  0.1676
C 8.19 1.91 -1.03  -0.6299
H 3.68 -3.39 -3.43  0.3627
H -4.27 -4.01 6.07  0.5077
H 0.47 8.40 2.86  0.4322
H -2.72 0.34 2.57  -0.2218
C -5.80 -2.58 5.49  -0.8714
C 3.32 3.42 1.77  -0.0149
H 0.21 2.52 2.89  0.4382
H -2.46 -5.55 3.06  0.4651
H -5.57 0.59 2.92  0.3464
H 3.51 3.28 0.70  0.0776
F 2.61 1.20 -0.43  -0.2000
H -2.84 -2.07 5.67  0.4748
H -1.64 3.65 -0.37  0.5336
H 1.72 -5.28 -4.77  0.2925
H -5.35 2.05 -1.92  0.4831
S 1.14 1.14 -0.99  0.5555
C 5.82 -1.68 -4.17  -1.0259
H -1.65 -0.56 3.60  0.2528
C -3.01 -5.09 2.26  -0.7459
C -2.31 0.32 3.57  0.7094
C -2.65 3.52 -0.73  -0.6151
H -4.66 -0.02 0.56  0.0037
H 0.41 4.70 0.61  0.8243
N -3.46 4.56 -1.04  0.0825
H 5.31 4.16 2.13  0.3215
C -4.64 4.09 -1.52  -0.3422
C 7.07 2.61 -1.54  -0.6452
S -0.72 -0.57 -0.62  0.4549
H 0.21 -4.29 -2.31  0.0801
H -6.33 0.50 0.58  0.4880
H 5.90 2.11 1.75  0.2709
H -1.18 6.87 3.86  0.2308
C -3.42 0.12 4.59  -1.4032
C -0.55 1.78 2.62  -0.5548
C 0.27 7.43 2.45  -0.3081
C -4.34 -5.18 1.93  -0.3963
H 1.69 -2.34 -6.30  0.2311
H -6.18 -0.44 4.90  0.5498
C 4.68 -1.69 -5.16  -0.8394
H 1.72 -2.39 -2.32  -0.4147
H -2.81 -2.64 3.99  0.2620
H 0.77 -2.45 -3.82  0.3172
C 0.89 -5.29 -4.05  -1.2773
C 7.70 0.90 -0.23  -0.5381
H 5.79 -0.89 -2.16  0.2297
O 0.44 2.19 -0.34  -0.3456
C 1.58 -2.92 -3.27  0.8506
C 0.79 6.76 1.35  -1.2050
H 0.74 -6.31 -3.70  0.4193
H 9.22 2.14 -1.20  0.5037
H -0.93 1.51 4.75  0.3434
H 7.08 3.47 -2.19  0.5358
H -6.11 -2.70 6.53  0.3553
H 4.49 3.62 3.58  0.3790
N -2.40 -4.30 1.33  0.2036
C 3.84 -0.80 -3.09  0.1452
H 1.09 0.60 -7.00  0.3763
H -3.03 0.04 5.60  0.4755
H -3.02 1.32 -0.83  0.4984
C -1.46 1.57 3.80  -0.9218
C -5.71 -0.38 2.43  -0.8827
N 0.86 -0.41 -0.36  0.6422
C -5.43 -1.12 5.30  -0.6643
H 1.88 -4.79 -2.20  0.4340
C 2.88 -2.94 -4.01  -1.4648
C -3.46 -2.35 4.82  -0.5948
N -4.23 -1.12 4.38  0.5113
H -2.97 -3.43 -0.52  0.5929
O 1.29 1.15 -2.39  -0.5926
H -4.09 0.98 4.53  0.4376
C -3.32 -3.90 0.38  -0.5615
C 4.63 3.40 2.52  -0.6627
H -0.02 0.84 2.43  0.2966
H 1.53 7.17 0.68  0.4522
H -3.78 -1.30 2.33  -0.0347
O -1.61 -0.16 0.41  -0.4287
H 5.94 -2.67 -3.73  0.3976
C 5.94 2.02 -1.02  -0.5547
N -0.62 6.59 3.07  0.0216
H -3.20 5.54 -1.00  0.2406
H 4.71 -0.88 -5.90  0.5827

- Electronic energy: -94599.9894 eV
- M: 1035.80 g/mol
- HOMO-LUMO gap: 1.61 eV
- Net charge: +3

***

This record from the Open Molecules 2025 dataset describes a structure of composition C23H37ClN2Pd. The level of theory is ωB97M-V/def2-TZVPD.

Each line ends with the natural charge from an NBO analysis.
Positions of all 64 atoms, in Å:
H 1.63 1.33 6.69  0.2085
C 0.90 2.82 -3.09  0.1157
H -3.89 -0.38 -0.11  0.2068
H 0.54 4.94 -3.22  0.2122
H 1.38 -0.89 5.74  0.1914
H 1.04 1.70 -4.95  0.2082
H -5.04 1.70 -2.09  0.2158
H 0.30 2.28 6.07  0.2050
H -0.19 -4.27 3.39  0.1998
N -0.55 2.54 -2.90  -0.4231
C 1.26 -0.43 4.77  -0.2630
C 2.48 -4.37 3.20  -0.9145
H -1.38 3.85 -4.42  0.2195
H 1.42 0.75 -3.48  0.2454
H 1.18 2.47 3.09  0.2008
C 1.51 1.73 -3.96  -0.6595
H -3.37 1.32 -0.11  0.2112
C -4.70 0.75 -2.51  -0.7228
C -3.31 0.38 -2.04  0.1290
C -3.18 0.33 -0.53  -0.6313
H -1.86 -1.20 -2.29  0.2490
Cl 0.22 0.01 -1.59  -0.3987
C 0.15 -4.35 2.35  -0.8298
H -3.66 2.57 -3.87  0.2268
H 2.13 -4.11 4.21  0.1959
C 1.09 -1.00 2.40  -0.0340
H 1.86 -5.66 0.90  0.2003
H 2.08 4.43 -3.89  0.2149
C -2.84 -0.91 -2.68  -0.6473
C 1.24 0.95 4.60  -0.0716
Pd 0.91 -1.41 0.22  0.2100
H 3.52 -4.09 3.02  0.1996
H -0.62 -3.94 1.68  0.2119
H 0.88 0.91 1.21  0.2185
H 0.98 -2.40 3.96  0.2084
H 2.58 3.03 -1.79  0.2046
H 1.05 3.72 -1.15  0.2081
H 2.58 1.93 -4.08  0.2039
C 1.70 -2.19 1.75  -0.3823
C 1.28 1.85 5.80  -0.6761
H 0.63 4.11 -4.80  0.2007
H -2.17 0.00 -0.26  0.2457
H 1.95 2.70 5.66  0.2004
C -1.06 1.55 -2.17  0.4229
H 0.16 -5.45 2.16  0.2005
H -4.77 0.79 -3.60  0.2118
H -5.44 0.00 -2.20  0.2162
H 2.77 -1.94 1.59  0.1955
H 2.42 -5.48 3.12  0.1993
C 1.11 1.38 3.26  -0.2331
C 1.50 2.89 -1.71  -0.6308
C -1.56 3.11 -3.68  -0.2929
H 3.09 -4.44 0.60  0.1946
C 2.02 -4.55 0.82  -0.6953
C -2.69 2.45 -3.39  -0.2790
H 1.35 1.94 -1.19  0.2482
H -2.76 -0.83 -3.78  0.2083
C 1.01 -1.33 3.77  -0.2368
N -2.37 1.46 -2.45  -0.4203
H 1.48 -4.18 -0.07  0.2092
H -3.56 -1.71 -2.48  0.2054
C 1.03 0.47 2.20  -0.2460
C 1.56 -3.79 2.09  -0.1082
C 1.02 4.14 -3.78  -0.8836

- Electronic energy: -43425.2498 eV
- Expectation value of S²: 6.0277
- M: 483.44 g/mol
- HOMO-LUMO gap (alpha / beta): 1.59 / 7.38 eV
- Multiplicity: 5
- Net charge: -2

***

This record from the Open Molecules 2025 dataset describes a cluster of 6 separate species, C37H80ClN2O6 in total. The level of theory is ωB97M-V/def2-TZVPD.

Each line ends with the Mulliken charge.
Positions of all 126 atoms, in Å:
H -0.01 -1.28 -4.62  0.4909
H 6.46 -10.85 -3.41  0.3831
H -1.57 5.92 7.20  0.4037
H -6.55 -3.73 -0.44  0.3998
H -3.11 6.12 5.27  0.3408
C -4.40 -4.07 -0.63  -0.1797
Cl 2.93 -1.09 -0.30  -0.1554
H -1.62 4.38 6.36  0.2642
H 0.27 -7.65 -1.26  0.2281
H -0.86 -4.66 1.24  0.5405
H 0.00 12.27 0.60  0.3925
H -0.26 -7.65 -2.97  0.3205
H -1.71 7.15 5.05  0.3259
C 3.66 4.74 -0.03  -0.4117
C -1.90 -1.50 0.57  -1.2912
C 5.58 -11.21 -1.48  -0.2934
H -3.35 5.69 -1.00  0.4336
H -2.15 3.13 -3.99  0.1958
O -1.14 9.18 -0.19  -0.4498
H -4.52 -4.71 -1.50  0.3675
C 3.72 3.36 -0.66  -0.9465
C 0.18 -2.00 -3.83  -1.4249
H 1.91 -5.32 0.77  0.6980
C 0.48 -3.97 -0.39  1.9997
C 6.50 -10.42 -2.40  -1.0061
H -0.41 -2.20 1.83  0.4792
H 1.48 -3.76 -2.28  0.5715
N 0.45 -1.64 -1.44  -0.1877
H 3.20 3.36 -1.62  0.2809
H 0.63 7.30 2.01  0.0929
H 1.06 -8.70 -2.42  0.3316
O 2.35 5.23 0.17  -0.3896
H -1.55 0.02 -1.63  0.2539
H 1.43 -6.16 -3.58  0.3606
H 5.92 -8.74 -0.37  0.3208
H -2.45 -1.71 -0.33  0.0656
H -5.63 -3.39 1.01  0.3148
C 1.61 -4.32 0.50  -1.3709
H 3.54 -8.09 -0.10  0.1210
H 4.23 4.75 0.91  0.3296
H -1.70 4.01 2.60  -0.0627
H 4.56 -11.22 -1.87  0.2733
C -2.72 5.21 -0.26  -1.0255
H 4.76 3.07 -0.83  0.4155
C 0.35 -2.38 -0.26  1.8091
H 0.56 4.98 1.04  -0.1141
H 1.31 3.71 3.02  0.3211
H -2.13 -5.75 -1.10  0.5773
C -0.70 -2.00 0.80  -0.7463
H 2.18 5.25 2.90  0.3142
H 7.52 -10.45 -2.04  0.2964
H 3.04 -3.35 1.60  0.3249
H -0.26 7.38 -0.30  0.2400
N 2.24 -3.31 0.98  0.1115
H -5.91 -5.08 0.54  0.3551
H -2.32 -1.02 -2.87  0.3087
C -3.49 3.86 3.78  -1.3713
H -1.23 4.41 -1.60  0.2746
H 3.66 -9.24 -1.43  0.1408
H -0.37 -2.92 -4.03  0.2383
H 2.98 3.75 2.46  0.4090
H 0.98 10.81 0.63  0.2514
H 1.25 -2.19 -3.82  0.3666
H 5.91 -12.25 -1.44  0.3454
H 6.20 -9.37 -2.48  0.2281
H -4.07 2.32 -2.62  0.4006
H 4.14 5.46 -0.69  0.3410
C 0.91 -4.53 -1.76  -1.6217
H 0.00 8.91 2.35  0.4757
C 2.03 4.28 2.43  -1.2690
H -4.37 3.95 -2.03  0.3144
H 0.31 11.38 -0.90  0.2794
C -1.41 -0.49 -2.57  -1.5191
C -2.02 6.11 5.11  -0.3411
C 3.79 -9.12 -0.35  -0.4761
C -3.58 3.27 -2.38  -0.3430
C -1.32 5.42 6.27  -1.1019
C -0.15 8.02 1.75  -0.8024
O 1.70 -5.68 -1.56  -0.3592
H -3.53 -5.48 0.69  0.5595
H -0.29 -5.87 0.13  0.8179
H -2.04 5.96 0.14  0.2329
H 3.08 -9.79 0.15  0.3088
H 0.02 -4.75 -2.37  0.5682
C 0.11 11.28 0.17  -1.0158
C 1.52 4.45 1.01  0.3855
H -2.42 4.78 -3.43  0.2502
C -0.67 -4.85 0.19  -2.0592
H -1.91 -4.02 -1.42  0.3349
H -1.12 7.59 2.03  0.2516
C -2.02 4.21 3.63  0.0895
H 1.32 3.48 0.54  0.1932
H 0.87 8.69 -0.03  0.3956
H -2.38 -0.84 1.29  0.3405
H -2.00 10.98 -0.07  0.3409
H 3.26 2.60 -0.03  0.1937
H -3.02 -3.80 1.00  0.3247
C -1.92 4.05 -0.82  -0.0650
C 0.60 -7.73 -2.30  -0.9106
O -2.69 2.97 -1.32  -0.3696
H -3.85 4.04 4.79  0.3925
H -4.10 4.48 3.10  0.3267
H 2.61 -7.10 -2.68  0.4484
H -3.65 3.99 -4.40  0.4216
H -1.31 3.64 -0.02  -0.0572
C -1.16 10.47 0.39  -0.3213
H 1.50 -1.42 1.42  0.5537
C 1.63 -6.63 -2.62  -0.4777
C -1.98 -4.77 -0.63  -0.7234
H -1.39 10.40 1.46  0.2977
C -5.71 -4.07 0.16  -1.4289
H 5.29 -9.30 1.18  0.3586
H -1.16 0.27 -3.30  0.5698
C 5.21 -9.44 0.10  -0.5796
C -2.91 3.83 -3.62  -0.9960
O -1.71 5.56 3.84  -0.2202
H -3.66 2.81 3.54  0.3716
H -3.36 4.86 0.55  0.2473
C -0.11 8.31 0.26  -0.4066
H -1.41 3.56 4.27  0.3145
C -0.23 -1.43 -2.50  0.9659
O 5.60 -10.77 -0.13  -0.4162
C -3.23 -4.54 0.23  -0.9539
C 1.70 -2.03 0.55  -0.7136
H -4.21 -3.04 -0.97  0.1083
H -0.24 5.45 6.13  0.2918

- Electronic energy: -67442.3656 eV
- M: 684.51 g/mol
- HOMO-LUMO gap: 7.02 eV
- Net charge: +1